[1]
Formula: C22H25F2N3O
Source: the Open Molecules 2025 dataset
Level of theory: wB97M-V/def2-TZVPD

HOMO-LUMO gap = 0.3140 Ha
E_HOMO = -8.12 eV

Cartesian coordinates (Å):
C -4.454 -2.823 0.270
C -3.363 -2.239 -0.813
H -3.698 -1.148 -1.147
H -3.411 -2.895 -1.724
C -2.088 -2.277 -0.355
N -2.266 -1.349 1.023
H -2.581 -0.448 0.880
C -1.094 -1.203 1.744
C 0.048 -0.384 1.316
C 1.444 -0.873 1.371
N 2.088 0.372 0.847
N 1.265 1.309 0.393
C 0.157 0.715 0.725
C -0.961 1.905 0.658
C -1.971 1.915 1.480
C -3.118 2.735 1.569
C -3.137 3.342 0.331
C -2.238 3.354 -0.619
C -0.990 2.688 -0.612
C -0.088 2.579 -1.510
H 0.762 3.115 -1.420
H -0.570 3.033 -2.401
H 0.280 1.629 -1.743
H -2.361 4.041 -1.431
H -4.024 4.326 -0.108
H -3.709 2.866 2.211
H -1.844 1.185 2.522
C 3.545 0.399 0.526
C 4.337 -0.824 0.943
C 5.795 -0.710 0.605
C 6.222 0.608 -0.103
C 5.315 1.514 -0.467
C 4.041 1.440 -0.014
H 3.285 2.063 -0.264
H 5.691 2.374 -0.792
F 7.560 0.819 -0.309
H 6.463 -1.474 0.586
F 4.015 -1.922 1.670
H 1.804 -1.714 1.714
H -1.551 -0.715 2.926
H -0.655 -2.329 2.183
C -1.249 -1.544 -1.033
O 0.071 -2.171 -0.943
C 1.099 -1.890 -1.873
H 1.973 -2.156 -1.656
H 1.050 -2.154 -2.924
H 1.363 -0.768 -1.882
H -1.289 -2.115 -2.230
H -1.062 -0.423 -1.402
H -1.901 -3.020 0.180
H -4.496 -2.174 1.042
H -4.187 -3.793 0.399
H -5.316 -2.791 -0.341


[2]
Formula: C7H7N2O2
Source: the Open Molecules 2025 dataset
Level of theory: wB97M-V/def2-TZVPD

HOMO-LUMO gap = 0.2142 Ha
E_HOMO = -2.16 eV
Net charge = -1

Cartesian coordinates (Å):
C -0.258 -1.912 0.936
C 0.085 -2.084 -0.381
C -0.698 -0.624 1.429
C 0.199 -0.984 -1.232
C -0.541 0.473 0.602
C -0.085 0.384 -0.746
C 1.999 2.152 0.822
N -0.132 1.512 -1.405
N 2.357 2.080 -0.282
O 0.247 1.637 -2.694
O 1.820 2.197 1.968
H -0.446 -2.757 1.701
H 0.553 -2.991 -0.715
H -1.056 -0.422 2.357
H 0.232 -1.258 -2.213
H -0.837 1.504 0.974
H -0.486 2.258 -0.876
H 1.985 1.915 -1.202


[3]
Formula: C2H3FS2
Source: the Open Molecules 2025 dataset
Level of theory: wB97M-V/def2-TZVPD

HOMO-LUMO gap (spin up / spin down) = 0.1641 / 0.1664 Ha
E_HOMO (spin up / spin down) = -8.36 / -8.35 eV

Cartesian coordinates (Å):
C -0.616 -0.676 0.987
C 0.026 -1.146 -0.068
F 0.823 3.428 -1.067
S -0.674 -1.128 -1.581
S 1.334 1.828 -1.254
H -0.207 -0.541 1.979
H -1.664 -0.216 0.811
H 0.976 -1.549 0.194


[4]
Formula: C4H14NO3
Source: the Open Molecules 2025 dataset
Level of theory: wB97M-V/def2-TZVPD

HOMO-LUMO gap (spin up / spin down) = 0.1320 / 0.2585 Ha
Multiplicity = 2
E_HOMO (spin up / spin down) = -3.70 / -7.16 eV

Cartesian coordinates (Å):
O 0.586 -2.941 -1.263
C -0.651 -2.823 -0.981
C -0.957 -1.775 0.050
N -0.090 -0.492 -0.016
C 0.488 -0.286 1.318
C 1.664 -1.154 1.767
H -1.411 -3.528 -1.284
H -2.010 -1.391 0.033
H -0.579 -2.186 1.034
H -0.603 0.402 -0.313
H 0.593 -0.490 -0.783
H -0.366 -0.471 2.071
H 0.795 0.702 1.646
H 2.504 -1.325 1.067
H 1.434 -2.190 2.103
H 2.186 -0.664 2.611
H 0.047 4.191 -2.854
H -1.305 4.761 -2.310
O -0.699 4.014 -2.270
H -0.237 2.861 0.111
H -0.890 2.632 -1.254
O -0.498 2.154 -0.486


Computed DFT total energy, in the same sequence as the records: -35153.5371, -14445.8895, -26505.2016, -12003.8193 eV.
Computed relative energy (zero: lowest compared OMol25 entry of this formula, charge and spin), in the same sequence as the records: 18.347, 3.324, 4.653, 2.685 eV.
Computed strongest force on any atom, in the same sequence as the records: 16.27, 4.84, 4.28, 2.96 eV Å⁻¹.